ORCA calculation (the ωB97M-V functional and the def2-TZVPD basis) on 10 unconnected molecules or ions with the total composition C15H37Cl2N7O20 in a non-equilibrium geometry.

```
81
Properties=species:S:1:pos:R:3:mulliken_charge:R:1
Cl -1.78276 -0.66743 -1.38706 -0.125
C -0.65986 0.37909 -0.40526 -0.161
C -1.14043 0.55076 1.02786 1.109
Cl -2.55845 1.54126 1.00134 -0.186
H -0.63415 1.32860 -0.93993 0.177
H 0.31728 -0.08781 -0.52899 -0.315
H -0.37634 1.00059 1.66183 -0.147
H -1.43886 -0.43903 1.37335 -0.382
C 2.45032 4.66488 -0.68570 -0.830
N 1.37388 3.64842 -0.54298 0.870
O 1.46532 2.82479 0.35851 -0.363
O 0.41395 3.66197 -1.31250 -0.562
H 3.35104 4.12722 -0.98189 0.293
H 2.59025 5.12807 0.29102 0.282
H 2.02514 5.37080 -1.39913 0.337
C 3.77337 -2.35709 -1.62208 -0.785
N 2.90676 -1.41825 -0.88385 0.982
O 1.95660 -1.92212 -0.34173 -0.492
O 3.29202 -0.24958 -0.84686 -0.532
H 4.82481 -2.21156 -1.37432 0.316
H 3.76676 -2.12601 -2.68728 0.095
H 3.39483 -3.37262 -1.50586 0.362
C -4.49645 -2.84806 -3.10186 -0.355
N -5.94305 -2.55877 -2.84863 0.854
O -6.18951 -1.73545 -1.89385 -0.479
O -6.74533 -3.14510 -3.56008 -0.522
H -4.30545 -3.92102 -3.12086 0.302
H -3.91433 -2.47401 -2.25965 -0.118
H -4.12525 -2.33262 -3.98765 0.323
C 0.13736 -2.36779 -4.14785 -0.228
N 1.41954 -3.20880 -4.14460 0.915
O 2.06787 -3.01559 -5.14741 -0.526
O 1.51732 -4.01788 -3.24783 -0.541
H 0.50903 -1.35033 -4.26922 -0.190
H -0.45165 -2.49876 -3.24010 0.228
H -0.46517 -2.70287 -4.99211 0.352
C 2.87374 -2.38917 2.87119 -0.968
N 1.75723 -1.44447 2.63745 0.876
O 2.08223 -0.24814 2.52250 -0.533
O 0.66305 -1.87723 2.43312 -0.339
H 2.58876 -3.29164 2.33041 0.343
H 2.96389 -2.68255 3.91708 0.329
H 3.77538 -1.84689 2.58645 0.324
C -0.99523 0.26838 5.02691 0.121
N -1.05844 -0.95806 5.91861 0.944
O -0.78079 -0.86807 7.12777 -0.580
O -1.43877 -1.95733 5.40145 -0.539
H -1.83937 0.20279 4.34045 0.158
H -0.02913 0.25767 4.52229 0.123
H -1.07290 1.19548 5.59485 -0.250
C -2.85491 -2.80991 2.45967 -0.696
N -3.11837 -3.48339 1.10913 0.967
O -2.68498 -4.59396 0.89355 -0.581
O -3.80430 -2.86632 0.31938 -0.507
H -3.03862 -1.73595 2.42868 0.275
H -1.79193 -2.87558 2.69174 0.177
H -3.48681 -3.31785 3.18824 0.393
C 0.12657 4.36378 2.74077 0.015
O 0.06098 4.39791 4.13894 -0.362
C -1.07196 4.09001 4.82222 0.834
O -2.11722 3.56830 4.37751 -0.585
O -0.85828 4.40325 6.09721 -0.355
C -1.75849 3.97905 7.10686 -0.680
H 1.07933 4.79099 2.42796 0.092
H -0.71034 4.96412 2.38400 0.356
H 0.05084 3.35385 2.33780 -0.199
H -2.81979 4.13774 6.91570 0.312
H -1.69347 4.63526 7.97477 0.286
H -1.47477 2.98413 7.44999 0.275
C 3.37272 -0.84682 -7.03412 -0.553
O 2.29049 0.03492 -6.70782 -0.379
C 2.10023 0.56963 -5.51799 0.845
O 2.88509 0.39043 -4.59920 -0.584
O 0.97308 1.30359 -5.54452 -0.335
C 0.49541 1.93188 -4.40512 -0.279
H 3.18649 -1.51429 -7.87550 0.232
H 3.61332 -1.41403 -6.13496 0.233
H 4.17848 -0.19759 -7.37668 0.280
H -0.34691 2.57987 -4.64740 0.282
H 1.23321 2.48284 -3.82186 0.266
H 0.16869 1.13533 -3.73664 0.008
```

Values from the calculation:
Relative energy (zero: lowest compared OMol25 entry of this formula, charge and spin) in eV: 2.2017
2S+1: 1
E in a.u.: -3401.50680
Frontier orbital gap in eV: 10.104
SMILES: C[N+](=O)[O-].C[N+](=O)[O-].C[N+](=O)[O-].C[N+](=O)[O-].C[N+](=O)[O-].C[N+](=O)[O-].C[N+](=O)[O-].COC(=O)OC.COC(=O)OC.ClCCCl
LUMO in eV: -0.294
Strongest force on any atom in eV Å⁻¹: 4.203